(1)
Entry from OMol25: a 11-piece molecular cluster, C44H77N11 overall (the ωB97M-V functional and the def2-TZVPD basis).

Geometry as XYZ:
```
132
Properties=species:S:1:pos:R:3:lowdin_charge:R:1
C -2.437 2.532 -3.687 -0.0684
C -1.472 3.768 -3.348 -0.2148
C -2.190 5.091 -3.558 -0.1989
C -1.693 6.219 -2.693 -0.1955
N -1.386 7.047 -1.954 0.1367
H -2.393 1.695 -2.990 0.0557
H -2.291 2.124 -4.687 0.0645
H -3.436 2.938 -3.846 0.0569
H -0.614 3.746 -4.020 0.1042
H -1.106 3.755 -2.321 0.0856
H -3.244 5.034 -3.289 0.1097
H -2.218 5.450 -4.587 0.1179
C -2.305 -7.251 -7.032 -0.1013
C -1.742 -6.127 -6.263 -0.3035
C -1.892 -4.682 -6.748 -0.1765
C -1.697 -3.813 -5.595 -0.2222
N -1.602 -3.234 -4.614 0.1771
H -3.257 -6.772 -7.261 0.0749
H -2.391 -8.195 -6.492 0.0819
H -1.810 -7.469 -7.978 0.0775
H -0.686 -6.257 -6.024 0.1103
H -2.039 -6.042 -5.218 0.1077
H -2.780 -4.515 -7.358 0.1209
H -1.036 -4.432 -7.375 0.1150
C -4.865 -1.726 0.894 -0.1071
C -4.381 -3.181 0.662 -0.2119
C -5.645 -4.045 0.195 -0.1837
C -5.958 -3.989 -1.231 -0.2387
N -6.240 -4.018 -2.344 0.1328
H -4.074 -1.208 1.436 0.0499
H -5.707 -1.736 1.586 0.0635
H -5.135 -1.206 -0.025 0.0797
H -4.101 -3.687 1.586 0.0920
H -3.508 -3.259 0.015 0.0963
H -6.544 -3.758 0.742 0.1110
H -5.494 -5.069 0.537 0.1085
C -0.548 -1.135 -2.239 -0.1033
C -0.928 -1.126 -0.741 -0.2353
C -0.252 0.045 0.019 -0.1906
C -0.806 -0.010 1.385 -0.2093
N -1.201 -0.036 2.482 0.1578
H 0.318 -1.728 -2.535 0.0469
H -0.409 -0.103 -2.561 0.0582
H -1.374 -1.552 -2.816 0.0292
H -0.729 -2.083 -0.259 0.1056
H -2.001 -0.979 -0.624 0.0933
H -0.437 1.027 -0.418 0.0928
H 0.831 -0.075 0.020 0.0777
C 0.849 6.868 1.281 -0.1202
C -0.500 6.907 2.001 -0.2254
C -1.482 5.822 1.443 -0.1411
C -0.843 4.537 1.049 -0.2520
N -0.413 3.565 0.747 0.1868
H 1.460 6.111 1.771 0.0684
H 1.321 7.844 1.392 0.0738
H 0.787 6.749 0.199 0.0666
H -1.033 7.855 1.927 0.1071
H -0.141 6.754 3.018 0.1011
H -1.854 6.190 0.487 0.0908
H -2.218 5.407 2.131 0.0915
C -3.253 3.142 6.178 -0.0984
C -2.259 2.424 5.254 -0.2145
C -2.421 3.025 3.820 -0.2069
C -3.754 2.847 3.306 -0.2312
N -4.863 2.760 2.899 0.1673
H -3.575 4.086 5.738 0.0734
H -2.830 3.373 7.156 0.0706
H -4.151 2.543 6.331 0.0617
H -2.570 1.382 5.179 0.0692
H -1.244 2.414 5.650 0.1094
H -1.726 2.524 3.146 0.0779
H -2.147 4.079 3.773 0.0995
C 5.415 3.233 0.998 -0.0803
C 4.223 2.231 1.052 -0.2569
C 2.971 2.689 0.342 -0.2093
C 3.336 3.274 -0.915 -0.2532
N 3.640 3.777 -1.937 0.1677
H 6.114 3.099 1.823 0.0732
H 5.153 4.268 0.780 0.0744
H 6.016 3.026 0.112 0.0595
H 3.764 2.002 2.014 0.0947
H 4.598 1.231 0.834 0.0938
H 2.682 3.556 0.937 0.1150
H 2.188 1.934 0.273 0.0953
C 3.286 -1.199 2.220 -0.0894
C 3.745 -1.228 3.725 -0.2402
C 4.483 -2.466 4.224 -0.1989
C 5.620 -2.828 3.392 -0.2276
N 6.581 -3.072 2.740 0.1327
H 4.086 -1.414 1.512 0.0633
H 2.684 -0.292 2.158 0.0557
H 2.537 -1.970 2.039 0.0666
H 2.851 -1.030 4.316 0.1048
H 4.273 -0.308 3.976 0.1010
H 3.840 -3.341 4.128 0.1178
H 4.728 -2.516 5.284 0.1211
C 7.252 0.638 -4.062 -0.0876
C 5.974 -0.073 -3.398 -0.2231
C 5.021 1.008 -2.857 -0.1918
C 3.782 0.423 -2.295 -0.2159
N 2.816 0.038 -1.858 0.1886
H 7.798 -0.022 -4.737 0.0633
H 7.880 1.061 -3.278 0.0678
H 6.979 1.470 -4.710 0.0619
H 6.384 -0.590 -2.530 0.0969
H 5.516 -0.801 -4.067 0.1064
H 4.694 1.520 -3.762 0.1194
H 5.432 1.677 -2.101 0.1018
C 4.364 -5.431 -0.967 -0.0941
C 4.178 -3.948 -1.499 -0.2219
C 2.663 -3.639 -1.752 -0.1893
C 1.954 -4.539 -2.649 -0.2521
N 1.410 -5.267 -3.314 0.1540
H 3.695 -5.560 -0.116 0.0649
H 5.407 -5.645 -0.732 0.0660
H 4.056 -6.209 -1.665 0.0642
H 4.716 -3.853 -2.441 0.0947
H 4.709 -3.234 -0.869 0.0918
H 2.663 -2.622 -2.144 0.0777
H 2.191 -3.806 -0.784 0.1117
C -3.162 -1.588 5.146 -0.1383
C -4.568 -1.561 4.861 -0.2732
C -5.082 -0.104 5.061 -0.1912
C -6.495 0.224 4.801 -0.2167
N -7.630 0.461 4.638 0.1288
H -2.609 -2.525 5.193 0.0855
H -2.959 -1.018 6.053 0.0800
H -2.726 -1.044 4.308 0.0427
H -5.165 -2.176 5.534 0.1143
H -4.819 -1.904 3.856 0.0940
H -4.598 0.573 4.357 0.0731
H -4.772 0.228 6.052 0.1088
```

Calculated values
E, Eh: -2324.85302
Energy above the lowest of the compared OMol25 structures with the same formula, charge and spin, eV: 4.600
Total charge: 0
Kohn-Sham gap, eV: 11.18
Structure (SMILES): CCCC#N.CCCC#N.CCCC#N.CCCC#N.CCCC#N.CCCC#N.CCCC#N.CCCC#N.CCCC#N.CCCC#N.CCCC#N

=====

(2)
Entry from OMol25: a 16-piece molecular cluster, C6H42O15 overall (the ωB97M-V functional and the def2-TZVPD basis).

Geometry as XYZ:
```
63
Properties=species:S:1:pos:R:3:lowdin_charge:R:1
C 0.896 1.927 -1.377 -0.0586
C 1.185 0.417 -1.821 -0.2251
C -0.164 -0.398 -1.794 -0.1844
C 0.026 -1.856 -1.700 -0.4523
C -0.674 -2.635 -2.453 0.0137
C 0.945 -2.502 -0.742 -0.0649
H 1.727 2.466 -1.001 0.0191
H 0.186 1.712 -0.469 0.0793
H 0.329 2.484 -2.206 0.0996
H 1.638 0.363 -2.795 0.0812
H 1.673 -0.032 -0.968 0.0590
H -0.794 0.008 -0.969 0.0854
H -0.816 -0.012 -2.878 0.2028
H -0.680 -3.775 -2.416 0.1104
H -1.185 -2.112 -3.459 0.1280
H 0.566 -2.397 0.374 0.1140
H 1.048 -3.610 -0.902 0.0949
H 2.007 -2.048 -0.700 0.1002
H 2.457 -2.536 -3.165 0.0761
H 2.880 -1.158 -2.604 -0.0954
O 3.153 -1.834 -3.102 -0.0087
H -1.419 -2.296 3.040 -0.0613
H -1.304 -1.264 2.000 -0.0542
O -1.644 -2.033 2.294 0.0905
H -2.072 2.074 0.142 0.0481
H -1.339 1.495 1.436 -0.0411
O -2.161 1.737 1.083 -0.0691
H 4.902 0.368 -1.808 0.0426
H 4.757 1.504 -0.738 0.1237
O 4.960 0.438 -0.817 -0.1361
H -2.790 1.130 4.138 0.0193
H -1.612 0.130 4.320 0.1349
O -1.792 1.214 4.192 -0.1605
H -3.301 -1.809 1.482 0.0344
H -3.401 -3.291 1.466 0.0195
O -3.684 -2.557 0.948 -0.0779
H 2.899 1.332 0.674 0.0805
H 2.452 0.591 2.103 0.0694
O 2.247 0.673 1.127 -0.1330
H -0.621 -0.362 0.607 0.0458
H 0.574 0.381 1.172 0.0122
O -0.283 0.014 1.457 -0.0907
H -4.340 1.363 2.102 0.0653
H -3.223 0.677 2.015 0.0218
O -3.863 0.829 2.768 -0.1131
H -0.321 -1.426 -4.091 -0.0853
H 0.860 -0.666 -4.106 0.0272
O 0.201 -1.015 -4.775 -0.0839
H -2.979 2.311 -2.170 -0.0296
H -2.971 3.761 -1.625 0.0804
O -2.817 2.815 -1.475 0.0219
H 2.133 3.405 2.201 0.0011
H 2.064 4.030 0.702 0.0856
O 2.574 3.434 1.345 -0.1013
H -3.421 -1.408 -0.746 0.0564
H -3.141 -2.151 -1.908 -0.0534
O -3.344 -1.290 -1.759 -0.0526
H 0.829 2.168 3.695 0.0386
H -0.515 2.843 3.168 0.0464
O 0.441 2.716 3.024 -0.0501
H 3.062 -1.542 3.471 -0.0638
H 3.889 -1.526 2.307 0.0195
O 3.115 -1.271 2.683 0.0977
```

Calculated values
E, Eh: -1382.12210
Energy above the lowest of the compared OMol25 structures with the same formula, charge and spin, eV: 7.202
Total charge: 0
Kohn-Sham gap, eV: 9.71

=====

(3)
Entry from OMol25: C49H42N7OS2Sc as an isolated structure (the ωB97M-V functional and the def2-TZVPD basis).

Geometry as XYZ:
```
102
Properties=species:S:1:pos:R:3:lowdin_charge:R:1
Sc -0.372 0.178 -0.603 0.9680
C 3.845 -0.342 1.035 -0.1065
C 3.654 -1.044 2.220 -0.0996
C 2.368 -1.354 2.626 -0.0478
C 1.277 -0.951 1.852 -0.2311
C 1.434 -0.245 0.652 -0.1629
C 2.750 0.034 0.269 -0.1253
C -0.108 -1.197 2.316 -0.2042
C -0.388 -2.113 3.370 0.0104
C -1.628 -2.161 3.917 0.0056
C -2.629 -1.276 3.453 -0.1614
C -3.892 -1.158 4.074 -0.0350
C -4.805 -0.249 3.621 -0.0784
C -4.492 0.559 2.509 -0.0619
C -3.290 0.441 1.870 -0.0391
C -2.318 -0.475 2.335 -0.2162
N -1.074 -0.487 1.749 0.1079
H 4.852 -0.096 0.714 0.0973
H 4.502 -1.339 2.825 0.0985
H 2.232 -1.887 3.560 0.0978
H 2.932 0.564 -0.663 0.0791
H 0.397 -2.765 3.722 0.1074
H -1.855 -2.847 4.724 0.1209
H -4.114 -1.792 4.924 0.1130
H -5.767 -0.150 4.107 0.1024
H -5.221 1.271 2.142 0.1112
H -3.057 1.035 0.995 0.0913
C 4.305 -1.059 -3.024 -0.0579
C 4.043 -2.558 -3.035 -0.1962
N 3.359 -3.010 -1.826 -0.1131
C 4.207 -3.434 -0.719 -0.2582
C 4.558 -4.911 -0.804 -0.0779
C 2.023 -3.075 -1.759 -0.7481
S 1.210 -3.709 -0.421 0.7014
N 1.352 -2.738 -2.905 0.1154
C 0.618 -1.691 -3.047 -0.4584
O 0.533 -0.699 -2.221 -0.1782
C -0.268 -1.641 -4.260 -0.1420
C -0.206 -2.648 -5.221 -0.0229
C -1.053 -2.620 -6.316 -0.0799
C -1.981 -1.595 -6.455 -0.0853
C -2.057 -0.596 -5.496 -0.0620
C -1.199 -0.616 -4.405 -0.0291
H 4.871 -0.761 -3.908 0.0768
H 4.874 -0.772 -2.138 0.0680
H 3.364 -0.510 -3.010 0.0535
H 4.985 -3.108 -3.098 0.1156
H 3.438 -2.834 -3.895 0.1133
H 3.685 -3.215 0.210 0.0674
H 5.106 -2.815 -0.748 0.1159
H 3.649 -5.511 -0.746 0.0586
H 5.212 -5.193 0.022 0.0748
H 5.072 -5.145 -1.739 0.0693
H 0.508 -3.449 -5.088 0.1095
H -0.998 -3.406 -7.059 0.1006
H -2.650 -1.580 -7.307 0.1003
H -2.785 0.199 -5.587 0.1025
H -1.266 0.161 -3.656 0.0916
N 1.201 4.285 -1.786 0.1901
C 1.592 3.768 -3.007 -0.1773
C 2.179 4.369 -4.113 -0.0200
C 2.446 3.548 -5.189 -0.0851
C 2.140 2.180 -5.152 -0.0673
C 1.559 1.594 -4.046 0.0051
C 1.273 2.406 -2.949 -0.1729
N 0.695 2.119 -1.709 0.1413
C 0.681 3.260 -1.068 -0.2699
C 0.160 3.391 0.281 -0.3016
C 0.203 4.480 1.094 -0.3294
S -0.491 4.087 2.600 1.0820
C -0.791 2.502 2.042 -0.4212
N -0.413 2.269 0.822 0.0243
H 1.269 5.241 -1.487 0.1624
H 2.413 5.425 -4.132 0.1092
H 2.901 3.966 -6.077 0.1029
H 2.362 1.566 -6.015 0.1071
H 1.324 0.545 -4.026 0.0856
H 0.613 5.456 0.896 0.0766
H -1.256 1.765 2.675 0.0753
N -1.467 -1.843 -0.973 0.0479
C -2.736 -2.120 -0.399 -0.2419
C -2.884 -3.215 0.442 -0.0250
C -4.114 -3.486 1.018 -0.0841
C -5.198 -2.669 0.735 -0.0870
C -5.037 -1.581 -0.109 -0.0440
C -3.805 -1.270 -0.684 -0.1442
C -3.648 -0.039 -1.519 -0.2116
C -4.701 0.271 -2.385 -0.0522
C -4.701 1.443 -3.125 -0.1023
C -3.640 2.322 -2.985 -0.1070
C -2.584 1.991 -2.142 -0.1541
C -2.514 0.805 -1.392 -0.1561
H -0.799 -2.613 -0.844 -0.0063
H -1.584 -1.687 -1.972 0.0891
H -2.027 -3.852 0.631 0.1113
H -4.224 -4.336 1.680 0.1032
H -6.164 -2.866 1.182 0.1008
H -5.876 -0.921 -0.293 0.1131
H -5.526 -0.424 -2.493 0.1074
H -5.521 1.664 -3.797 0.0966
H -3.626 3.253 -3.542 0.0946
H -1.764 2.704 -2.091 0.0677
```

Calculated values
E, Eh: -3908.28093
Energy above the lowest of the compared OMol25 structures with the same formula, charge and spin, eV: 0.013
Total charge: 0
Kohn-Sham gap, eV: 7.24

=====

(4)
Entry from OMol25: a 2-piece molecular cluster, H4O2 overall (the ωB97M-V functional and the def2-TZVPD basis).

Geometry as XYZ:
```
6
Properties=species:S:1:pos:R:3:lowdin_charge:R:1
O -0.934 0.919 0.178 -0.0491
H -0.764 1.010 -0.772 0.0637
H -0.885 1.763 0.613 0.0450
O 1.011 -0.981 -0.158 -0.0662
H 0.658 -1.830 -0.337 0.0074
H 0.370 -0.443 0.339 -0.0008
```

Calculated values
E, Eh: -152.87191
Energy above the lowest of the compared OMol25 structures with the same formula, charge and spin, eV: 0.082
Total charge: 0
Kohn-Sham gap, eV: 11.83
Structure (SMILES): O.O

=====

(5)
Entry from OMol25: C8H7BO2S in the gas phase (the ωB97M-V functional and the def2-TZVPD basis).

Geometry as XYZ:
```
19
Properties=species:S:1:pos:R:3:lowdin_charge:R:1
O -2.514 0.869 3.308 0.0467
B -2.007 -0.144 2.385 -0.5381
O -2.457 -1.523 2.352 0.0945
C -0.897 0.265 1.431 -0.3840
C -0.777 -0.616 0.385 -0.0474
C 0.300 -0.288 -0.567 -0.2742
C 0.675 -1.079 -1.619 -0.0452
C 1.656 -0.611 -2.474 -0.0773
C 2.237 0.671 -2.294 -0.0702
C 1.887 1.428 -1.165 -0.0820
C 0.939 0.893 -0.303 -0.4485
S 0.207 1.619 1.166 1.0286
H -2.179 1.834 3.321 0.1293
H -3.335 -1.849 2.601 0.1052
H -1.478 -1.454 0.246 0.1274
H 0.228 -2.044 -1.707 0.1108
H 1.917 -1.230 -3.392 0.1221
H 3.092 0.991 -2.842 0.0893
H 2.504 2.269 -0.831 0.1129
```

Calculated values
E, Eh: -882.65432
Energy above the lowest of the compared OMol25 structures with the same formula, charge and spin, eV: 0.996
Total charge: 0
Kohn-Sham gap, eV: 8.78
Structure (SMILES): OB(O)c1cc2ccccc2s1

=====

(6)
Entry from OMol25: C4H3F2IO in the gas phase (the ωB97M-V functional and the def2-TZVPD basis).

Geometry as XYZ:
```
11
Properties=species:S:1:pos:R:3:lowdin_charge:R:1
O 1.069 -1.239 -0.415 0.0307
C -0.206 -1.469 -0.228 -0.3451
C -1.020 -0.444 0.065 -0.7280
I -3.019 -0.754 0.385 0.8824
C -0.361 1.027 0.125 -0.0121
C 0.830 1.651 0.206 -0.3892
F 2.039 1.164 0.206 0.1482
F 0.822 2.976 0.190 0.1151
H 1.395 -2.200 -0.384 0.1609
H -0.449 -2.459 -0.208 0.0798
H -1.099 1.747 0.057 0.0573
```

Calculated values
E, Eh: -726.79363
Energy above the lowest of the compared OMol25 structures with the same formula, charge and spin, eV: 0.000
Total charge: 0
Kohn-Sham gap, eV: 8.59
Structure (SMILES): O/C=C(/I)C=C(F)F

=====

(7)
Entry from OMol25: C8H18O2S2 in the gas phase (the ωB97M-V functional and the def2-TZVPD basis).

Geometry as XYZ:
```
30
Properties=species:S:1:pos:R:3:lowdin_charge:R:1
C -0.449 -2.382 0.222 -0.0844
C 0.970 -2.892 0.453 -0.2177
C 1.897 -1.809 0.983 -0.4716
C 3.348 -2.323 1.260 -0.0536
O 1.973 -0.779 -0.040 -0.5643
S 2.427 0.711 0.559 0.6218
S 0.798 1.499 1.418 0.6163
O -0.063 2.329 0.236 -0.5497
C -0.904 1.510 -0.623 -0.4741
C -2.168 1.055 0.143 -0.0603
C -1.355 2.347 -1.786 -0.2237
C -2.138 3.602 -1.344 -0.0995
H -0.374 -1.647 -0.554 0.0512
H -0.770 -1.912 1.128 0.0616
H -1.167 -3.153 -0.108 0.0863
H 1.023 -3.743 1.083 0.1015
H 1.360 -3.309 -0.481 0.1196
H 1.449 -1.384 1.871 0.1069
H 3.741 -3.038 0.516 0.0783
H 4.089 -1.454 1.131 0.0782
H 3.490 -2.765 2.256 0.0765
H -0.347 0.669 -1.003 0.1094
H -2.909 0.583 -0.477 0.0803
H -2.555 1.951 0.707 0.0968
H -1.946 0.279 0.882 0.0516
H -1.980 1.691 -2.382 0.1059
H -0.463 2.625 -2.427 0.1336
H -1.422 4.139 -0.731 0.0633
H -2.991 3.343 -0.696 0.0589
H -2.561 4.260 -2.194 0.1009
```

Calculated values
E, Eh: -1262.42935
Energy above the lowest of the compared OMol25 structures with the same formula, charge and spin, eV: 0.000
Total charge: 0
Kohn-Sham gap, eV: 10.24
Structure (SMILES): CC[C@@H](C)OSSO[C@@H](C)CC

=====

(8)
Entry from OMol25: C3H6ClNO5 in the gas phase (the ωB97M-V functional and the def2-TZVPD basis).

Geometry as XYZ:
```
16
Properties=species:S:1:pos:R:3:lowdin_charge:R:1
O -1.542 -1.858 0.846 0.1421
N -1.569 -0.696 0.935 -0.4200
O -2.485 -0.056 1.296 0.1065
C -0.235 0.182 0.900 -0.5757
O -0.632 1.508 0.915 0.0392
Cl 0.535 -0.327 2.619 0.6154
C 0.702 -0.272 -0.182 -0.3693
O 2.032 0.294 -0.072 -0.0011
C 0.066 0.216 -1.462 -0.1688
O 0.796 -0.423 -2.527 -0.0713
H -1.512 1.541 1.301 0.1023
H 0.760 -1.340 -0.091 0.1462
H 2.062 0.429 0.866 0.0297
H -0.942 -0.186 -1.343 0.1308
H 0.153 1.327 -1.388 0.1483
H 1.811 -0.340 -2.612 0.1459
```

Calculated values
E, Eh: -1008.91788
Energy above the lowest of the compared OMol25 structures with the same formula, charge and spin, eV: 0.567
Total charge: 0
Kohn-Sham gap, eV: 10.04
Structure (SMILES): O=[N+]([O-])[C@@](O)(Cl)[C@H](O)CO

=====

no.,HOMO energy (eV),lowest unoccupied orbital energy (eV)
1,-10.953,0.23
2,-9.716,-0.01
3,-7.405,-0.16
4,-10.987,0.84
5,-8.417,0.37
6,-8.293,0.29
7,-9.430,0.81
8,-10.765,-0.73